Here is a structure of composition C17H15BrNdO2 at a distorted geometry from the OMol25 dataset. Energies are from the ωB97M-V functional and the def2-TZVPD basis.

Structure (ORCA input):
```
! RIJCOSX wB97M-V def2-TZVPD def2/J DEFGRID3
* xyz -1 4
C 1.3775 2.6976 0.2894
C 0.8542 1.9146 1.3676
C 1.4994 0.6417 1.3412
H 0.0524 2.2318 2.0364
C 2.3833 0.6173 0.2325
C 2.3325 1.8905 -0.4111
H 2.9214 2.1586 -1.2905
H 1.0116 3.6988 0.0282
H 1.3622 -0.1677 2.0677
H 3.0087 -0.2173 -0.0730
Nd -0.2684 1.2161 -0.9968
Br -2.4906 2.5625 0.1352
C -0.6745 1.5280 -3.5079
C 0.7477 1.7164 -3.4501
C 0.9978 2.9379 -2.7512
H 1.5077 1.1142 -3.9517
C -0.2496 3.4693 -2.3118
C -1.2880 2.6242 -2.8164
H -2.3568 2.8017 -2.7093
H -1.2034 0.7340 -4.0490
H 1.9657 3.4176 -2.6252
H -0.3814 4.3442 -1.6745
O -1.2332 -0.2499 0.7500
C -0.8054 -1.3507 0.2620
O -0.2716 -1.3915 -0.9056
C -0.8953 -2.5052 1.2173
C -0.0604 -3.6198 1.0721
C -0.1740 -4.6872 1.9616
C -1.0920 -4.6271 3.0000
C -1.8841 -3.4905 3.1968
C -1.7672 -2.4213 2.3081
H 0.6701 -3.6065 0.2691
H 0.4846 -5.5504 1.8283
H -1.1794 -5.4860 3.6683
H -2.5683 -3.4446 4.0369
H -2.3332 -1.5012 2.4554
*
```

Calculated values
- electronic energy (eV) = -107291.978
- LUMO energy (alpha / beta) (eV) = 2.79 / 2.79
- ΔE to the lowest compared entry with this formula, charge and spin (eV) = 0.0000
- orbital gap (alpha / beta) (eV) = 7.3584 / 7.3661

natural (NBO) population analysis, charges in e, atoms 1 to 5: number 1, C, carries -0.400; number 2, C, carries -0.327; number 3, C, carries -0.298; number 4, H, carries 0.246; number 5, C, carries -0.315

Here is a cluster of 8 separate species, C29H76N4O9S in total at a distorted geometry from the OMol25 dataset. Energies are from the ωB97M-V functional and the def2-TZVPD basis.

Structure (ORCA input):
```
! RIJCOSX wB97M-V def2-TZVPD def2/J DEFGRID3
* xyz 0 1
C 32.4555 -0.7374 -14.1490
C 33.2971 0.1439 -15.0112
C 32.5613 0.6783 -16.2074
O 33.8630 1.2099 -14.3286
H 31.4278 -0.3798 -14.2131
H 32.7986 -0.9563 -13.1379
H 32.5695 -1.6584 -14.7207
H 34.2128 -0.4109 -15.2160
H 32.2032 1.7049 -16.1296
H 31.6774 0.1082 -16.4935
H 33.1178 0.4338 -17.1122
H 34.6595 1.5693 -14.7261
C 28.1935 -4.0696 -19.6848
C 29.1840 -5.1662 -19.1869
C 28.6911 -6.5608 -18.6789
O 30.0556 -5.2944 -20.1992
H 28.7719 -3.3139 -20.2162
H 27.7069 -3.4741 -18.9124
H 27.4287 -4.5387 -20.3038
H 29.9235 -4.6728 -18.5561
H 28.0868 -6.6117 -17.7732
H 29.5485 -7.2183 -18.5352
H 28.2370 -6.9950 -19.5696
H 29.6745 -5.2739 -21.0800
C 33.0581 -1.2439 -20.8532
C 31.8883 -0.3378 -21.3671
C 30.5910 -0.3156 -20.4707
O 32.2853 0.9273 -21.6712
H 33.7824 -1.1633 -21.6638
H 32.8760 -2.3159 -20.7771
H 33.4642 -0.9088 -19.8989
H 31.5091 -0.7990 -22.2790
H 30.9220 -0.7996 -19.5519
H 29.8933 -1.0891 -20.7918
H 30.2198 0.6724 -20.1984
H 32.5329 1.2562 -20.8039
C 26.1908 2.5431 -13.5896
C 24.8601 2.2212 -12.9259
C 23.6695 3.0732 -13.4312
O 23.3206 2.6899 -14.7541
C 22.0667 3.2130 -15.2040
N 24.5406 0.8514 -13.1458
H 26.2361 2.3422 -14.6600
H 27.0276 1.9649 -13.1979
H 26.4235 3.6080 -13.5896
H 24.9428 2.3183 -11.8434
H 23.9521 4.1240 -13.4936
H 22.8351 2.9254 -12.7456
H 21.2165 3.2241 -14.5220
H 21.8854 2.5946 -16.0831
H 22.2343 4.2601 -15.4560
H 23.8692 0.5600 -12.4498
H 24.1087 0.7963 -14.0572
C 26.2059 -0.1868 -22.1710
C 27.3464 0.8372 -22.1618
C 28.0187 0.8999 -23.5376
O 28.8561 2.0645 -23.5675
C 29.6710 2.0658 -24.7436
N 26.5965 2.1296 -21.8652
H 25.4285 -0.0346 -21.4223
H 26.5044 -1.2022 -22.4319
H 25.4942 0.1217 -22.9367
H 27.9107 0.4701 -21.3045
H 27.2615 0.9014 -24.3216
H 28.5556 -0.0482 -23.5051
H 30.1424 3.0380 -24.8868
H 29.1097 1.8399 -25.6502
H 30.4565 1.3324 -24.5612
H 26.0431 2.2804 -22.6966
H 27.1069 2.9963 -21.7729
C 21.6799 -2.0944 -16.2804
C 21.4176 -0.5055 -16.4612
C 21.0505 -0.0797 -17.9017
O 22.1037 0.0690 -18.9348
C 22.5682 1.4211 -18.8960
N 20.4884 -0.2007 -15.4354
H 21.8162 -2.5956 -17.2387
H 20.9697 -2.7790 -15.8167
H 22.6237 -2.2704 -15.7643
H 22.3707 -0.0132 -16.2679
H 20.4009 0.7953 -17.8781
H 20.3656 -0.8061 -18.3392
H 22.7538 1.8188 -17.8982
H 21.8660 2.0855 -19.3995
H 23.5102 1.6342 -19.4011
H 20.4524 0.7851 -15.2188
H 20.7910 -0.6444 -14.5800
C 24.8843 -6.2809 -17.0577
C 23.4807 -5.7068 -16.9005
C 22.9862 -5.2556 -18.3802
O 23.7911 -4.1396 -18.7032
C 23.7405 -3.7901 -20.1029
N 22.7318 -6.7306 -16.1140
H 24.9618 -7.0069 -17.8670
H 25.3801 -6.6053 -16.1428
H 25.5700 -5.5027 -17.3929
H 23.5878 -4.9076 -16.1672
H 21.9176 -5.0633 -18.2839
H 23.1167 -6.0251 -19.1410
H 23.2349 -2.8390 -20.2694
H 23.3208 -4.5462 -20.7664
H 24.7497 -3.4727 -20.3655
H 22.8018 -7.7127 -16.3394
H 21.7725 -6.4388 -15.9936
C 25.8334 -0.9986 -16.9418
C 26.2597 -0.6565 -18.3787
C 27.8013 -0.5344 -18.4033
S 28.5521 -0.3414 -16.6220
O 29.3346 0.8715 -16.6430
O 29.0668 -1.6687 -16.2714
C 26.7635 -0.1364 -15.9838
H 25.9445 -2.0677 -16.7610
H 24.7638 -0.8121 -16.8455
H 25.7992 0.2554 -18.7590
H 25.8942 -1.3541 -19.1322
H 28.0990 0.3983 -18.8824
H 28.4076 -1.2641 -18.9399
H 26.4774 0.8559 -16.3324
H 26.4744 -0.3621 -14.9574
*
```

Calculated values
- electronic energy (eV) = -66520.452
- LUMO energy (eV) = 0.59
- ΔE to the lowest compared entry with this formula, charge and spin (eV) = 0.2416
- orbital gap (eV) = 9.7117

Mulliken population analysis, charges in e, atoms 1 to 5: number 1, C, carries -1.082; number 2, C, carries 0.517; number 3, C, carries -0.703; number 4, O, carries -0.619; number 5, H, carries 0.151

Here is a structure of composition C35H20BBr2ClI2N6O7Sr at a distorted geometry from the OMol25 dataset. Energies are from the ωB97M-V functional and the def2-TZVPD basis.

Structure (ORCA input):
```
! RIJCOSX wB97M-V def2-TZVPD def2/J DEFGRID3
* xyz -2 1
Sr -0.2412 0.5862 -0.4217
O 2.7295 2.4080 -3.1270
C 1.8730 2.1374 -2.2800
O 1.0537 1.1598 -2.2548
C 1.7344 3.1424 -1.1103
C 2.4517 4.3273 -1.1305
C 2.2594 5.2414 -0.1046
C 1.3477 4.9572 0.9019
C 0.6807 3.7438 0.8663
N 0.8813 2.8514 -0.1119
C -0.3613 3.3817 1.9354
O -0.8689 4.3349 2.5378
O -0.5788 2.1343 2.0881
H 3.1321 4.4915 -1.9536
H 2.8083 6.1775 -0.0962
H 1.1246 5.6402 1.7089
Cl -5.3847 -2.6042 4.4680
C -4.5175 -1.7961 3.1637
C -5.2276 -1.1842 2.1714
C -4.5716 -0.5401 1.1100
I -5.6811 0.3522 -0.4219
C -3.1685 -0.4548 1.0088
O -2.5106 0.1086 0.0950
C -2.4390 -1.1489 2.0788
N -1.0893 -1.1613 1.9306
C -0.3601 -1.8055 2.8070
C -0.9223 -2.4704 3.9153
C -2.2781 -2.4717 4.0778
C -3.0975 -1.8126 3.1356
H -6.3090 -1.2036 2.2061
H 0.7130 -1.8176 2.6312
H -0.2794 -2.9910 4.6150
H -2.7380 -2.9935 4.9061
Br -2.9078 -3.0466 -6.2479
C -2.3331 -2.1492 -4.6754
C -1.9785 -2.8799 -3.5645
C -1.5603 -2.1662 -2.4498
N -1.5048 -0.8370 -2.4221
C -1.8621 -0.1495 -3.5049
C -2.2852 -0.7698 -4.6693
C -1.8320 1.3531 -3.3771
C -1.9278 2.1888 -4.4785
C -1.9338 3.5526 -4.2544
Br -2.0699 4.7312 -5.7349
C -1.8444 4.0681 -2.9805
C -1.7262 3.1502 -1.9469
N -1.7230 1.8308 -2.1392
H -2.0181 -3.9590 -3.5579
H -1.2338 -2.6750 -1.5484
H -2.5896 -0.2075 -5.5391
H -1.9645 1.8024 -5.4864
H -1.8468 5.1316 -2.7898
H -1.6301 3.4934 -0.9198
O 1.4378 -2.6575 -1.0516
B 1.2364 -1.5568 -0.0811
O 2.2104 -1.8917 0.9657
C 2.8865 -3.0200 0.6218
C 3.8834 -3.6715 1.3124
C 4.4205 -4.8353 0.7376
C 3.9546 -5.3048 -0.4840
C 2.9350 -4.6253 -1.1730
C 2.4216 -3.4858 -0.5966
H 4.2339 -3.2913 2.2656
H 5.2115 -5.3723 1.2524
H 4.3852 -6.2050 -0.9127
H 2.5628 -4.9786 -2.1279
I 4.8675 0.1031 5.4996
C 3.6146 0.6251 3.9499
C 2.2581 0.8436 4.0287
N 1.8686 1.1626 2.7808
N 2.8781 1.1770 1.8960
C 3.9514 0.8365 2.5965
H 1.5640 0.7950 4.8559
H 0.9068 1.4183 2.4877
H 4.9178 0.7520 2.1167
*
```

Calculated values
- electronic energy (eV) = -230221.666
- LUMO energy (eV) = 3.39
- ΔE to the lowest compared entry with this formula, charge and spin (eV) = 2.2782
- orbital gap (eV) = 5.3052

Mulliken population analysis, charges in e, atoms 1 to 5: number 1, Sr, carries 1.172; number 2, O, carries -0.843; number 3, C, carries -0.259; number 4, O, carries -0.373; number 5, C, carries 0.113

Here is an isolated molecule of C4H7NO at a distorted geometry from the OMol25 dataset. Energies are from the ωB97M-V functional and the def2-TZVPD basis.

Structure (ORCA input):
```
! RIJCOSX wB97M-V def2-TZVPD def2/J DEFGRID3
* xyz 0 1
C 1.1436 0.8832 0.2611
C 0.4336 -1.5475 0.6416
C 0.3410 -0.2069 -0.0309
O -0.7055 1.8521 -0.5025
N -1.6690 -0.2825 -1.5128
C -0.8227 0.1723 -0.7288
H -0.9181 2.0477 0.4221
H -2.4557 0.3311 -1.7053
H 1.7675 0.8474 1.1550
H 1.5003 1.5972 -0.4690
H 1.2869 -2.1225 0.2685
H -0.4642 -2.1478 0.4795
H 0.5624 -1.4236 1.7216
*
```

Calculated values
- electronic energy (eV) = -7795.881
- LUMO energy (eV) = 0.02
- ΔE to the lowest compared entry with this formula, charge and spin (eV) = 3.7632
- orbital gap (eV) = 8.7151

natural (NBO) population analysis, charges in e, atoms 1 to 5: number 1, C, carries -0.203; number 2, C, carries -0.633; number 3, C, carries -0.189; number 4, O, carries -0.813; number 5, N, carries -0.643

Here is a cluster of 4 separate species, C28H54N2O7S5 in total at a distorted geometry from the OMol25 dataset. Energies are from the ωB97M-V functional and the def2-TZVPD basis.

Structure (ORCA input):
```
! RIJCOSX wB97M-V def2-TZVPD def2/J DEFGRID3
* xyz 0 1
C -2.3595 -0.7116 -0.1517
C -1.5438 0.1643 0.7919
C -1.6422 1.6831 0.4974
C -0.2976 2.3948 0.7541
N 0.5502 2.7330 -0.3840
C 1.2364 1.6176 -1.0247
C 0.4292 0.6636 -1.9270
C 0.8963 0.6146 -3.3920
C 0.6590 -0.7648 -4.0484
C -0.3554 -0.7557 -5.1915
C 0.0760 -1.7193 -6.3706
C -0.9823 -2.8285 -6.3962
C -2.1856 -2.0476 -5.8854
O -3.3167 -2.0191 -6.3249
N -1.6857 -1.2693 -4.7614
C 0.0966 3.7574 -1.2288
S 0.6710 5.2561 -1.0240
S -1.0860 3.5071 -2.5856
C -2.6895 4.0625 -1.9203
C -3.8130 3.1994 -2.5346
C -4.6007 2.3657 -1.4973
H -2.2643 -0.3897 -1.1863
H -1.9737 -1.7269 -0.1045
H -3.4106 -0.7094 0.1286
H -0.4968 -0.1030 0.6640
H -1.7703 -0.0154 1.8352
H -2.3434 2.1001 1.2197
H -2.0238 1.8366 -0.5041
H -0.4926 3.3265 1.2861
H 0.3010 1.7938 1.4353
H 2.0859 2.0049 -1.5864
H 1.6580 1.0234 -0.2167
H -0.6264 0.9081 -1.9449
H 0.5009 -0.3489 -1.5316
H 0.3011 1.3258 -3.9624
H 1.9340 0.9262 -3.4818
H 1.6098 -1.1334 -4.4195
H 0.2975 -1.4747 -3.3050
H -0.5944 0.2276 -5.5806
H 0.0759 -1.1132 -7.2716
H 1.0347 -2.2101 -6.2417
H -0.7621 -3.5919 -5.6578
H -1.0856 -3.2184 -7.4015
H -1.5288 -1.9645 -4.0364
H -2.8743 5.1014 -2.1727
H -2.6726 3.9592 -0.8412
H -4.4774 3.8078 -3.1386
H -3.3482 2.4860 -3.2125
H -4.2390 1.3443 -1.4899
H -5.6549 2.3782 -1.7543
H -4.4884 2.8077 -0.5118
C -0.3009 -3.9594 4.8700
C 1.2249 -3.8437 4.7759
C 1.5474 -3.0608 3.4987
S 0.1377 -1.9881 3.2024
O -0.5038 -2.4151 1.9832
O 0.5113 -0.6106 3.4134
C -0.8444 -2.5624 4.5831
H -0.6197 -4.3212 5.8453
H -0.6638 -4.6607 4.1170
H 1.6024 -3.3046 5.6476
H 1.7021 -4.8206 4.7606
H 2.4381 -2.4461 3.5997
H 1.6474 -3.7208 2.6387
H -1.8960 -2.5484 4.3055
H -0.6676 -1.8840 5.4172
C 2.5393 8.3326 0.5375
C 3.6784 9.1890 -0.0321
C 4.0923 10.1858 1.0586
S 3.7135 9.3930 2.6287
O 2.6771 10.1471 3.2869
O 4.9374 9.0624 3.3122
C 2.9911 7.9115 1.9314
H 2.3306 7.4675 -0.0883
H 1.6266 8.9284 0.6057
H 4.5244 8.5472 -0.2850
H 3.3779 9.7070 -0.9414
H 5.1540 10.4157 1.0335
H 3.5132 11.1055 1.0092
H 2.1813 7.5715 2.5719
H 3.7739 7.1554 1.8845
C -0.0401 -9.8264 2.6645
C -0.6008 -8.8964 1.5794
C -0.5273 -7.4626 2.1211
S 0.8477 -7.4398 3.2792
O 0.3321 -7.1865 4.6020
O 1.9224 -6.6447 2.7382
C 1.2543 -9.1762 3.1441
H 0.1379 -10.8309 2.2850
H -0.7481 -9.8998 3.4925
H 0.0078 -8.9811 0.6774
H -1.6222 -9.1590 1.3103
H -0.3366 -6.7314 1.3398
H -1.4248 -7.1905 2.6730
H 1.5977 -9.5397 4.1095
H 2.0467 -9.2698 2.4024
*
```

Calculated values
- electronic energy (eV) = -101398.008
- LUMO energy (eV) = -0.44
- orbital gap (eV) = 7.5111

Mulliken population analysis, charges in e, atoms 1 to 5: number 1, C, carries -1.655; number 2, C, carries -0.295; number 3, C, carries 1.101; number 4, C, carries -1.640; number 5, N, carries 0.462

Here is an isolated molecule of C6H11N3 at a distorted geometry from the OMol25 dataset. Energies are from the ωB97M-V functional and the def2-TZVPD basis.

Structure (ORCA input):
```
! RIJCOSX wB97M-V def2-TZVPD def2/J DEFGRID3
* xyz 0 1
C 1.4953 -1.0017 -0.5191
C -0.0566 -0.9603 -0.1440
C -1.1667 -1.8825 0.3161
C -2.2259 -1.0044 0.2985
C -0.5433 0.3434 -0.0103
C 0.1316 1.6320 0.0037
H 2.2580 -2.0561 0.8922
H 2.0998 -0.4792 1.3705
H 1.4360 -1.9431 -1.1566
H 1.8534 -0.2055 -1.0970
H -0.9970 -2.9382 0.5466
H -3.2407 -1.1734 0.9292
H -2.4213 0.9609 0.7186
H -0.0277 2.2464 1.0364
H 1.2001 1.4874 0.2041
H 0.5383 2.2615 -1.7580
H -0.8365 2.8463 -1.3820
N 2.4038 -1.1093 0.6225
N -1.9894 0.2237 0.1872
N 0.0887 2.7520 -1.0585
*
```

Calculated values
- electronic energy (eV) = -10867.643
- LUMO energy (eV) = 0.80
- ΔE to the lowest compared entry with this formula, charge and spin (eV) = 3.1760
- orbital gap (eV) = 9.0140

natural (NBO) population analysis, charges in e, atoms 1 to 5: number 1, C, carries -0.239; number 2, C, carries -0.058; number 3, C, carries -0.348; number 4, C, carries 0.015; number 5, C, carries 0.028

Here is the ion C9H14N3OS2 with charge -1 at a distorted geometry from the OMol25 dataset. Energies are from the ωB97M-V functional and the def2-TZVPD basis.

Structure (ORCA input):
```
! RIJCOSX wB97M-V def2-TZVPD def2/J DEFGRID3
* xyz -1 1
C -0.2534 1.6820 1.3180
C -1.7237 0.6453 -1.6699
C 0.8985 0.8680 1.1332
C -0.6261 -0.6696 0.0335
C -0.4553 -1.5196 -1.1962
C -0.5088 2.5820 2.5467
C 1.7972 1.5254 0.0468
C 0.9510 -1.5424 -1.8433
C -0.8315 -3.0590 -0.8846
N -1.2971 1.5524 0.5746
N -1.2349 0.5668 -0.3962
N 0.6150 -0.5400 0.8224
O 0.6205 -1.3955 1.9264
S -2.0888 2.0507 -2.4395
S -1.6973 -0.9534 -2.4272
H 1.6726 0.8738 1.9933
H -1.3182 -1.2182 0.6705
H -0.1247 3.6620 2.4889
H 0.1116 2.1594 3.3775
H -1.6158 2.5421 2.7175
H 1.3589 1.4210 -0.8865
H 2.7533 1.0318 -0.0601
H 1.8612 2.6161 0.3686
H 0.9927 -1.9916 -2.8902
H 1.5716 -2.2703 -1.1466
H 1.4049 -0.5470 -1.6890
H -0.9831 -3.5416 -1.7949
H -1.7277 -3.0071 -0.3581
H -0.1226 -3.5236 -0.3358
*
```

Calculated values
- electronic energy (eV) = -37745.416
- LUMO energy (alpha / beta) (eV) = 3.06 / 3.06
- ΔE to the lowest compared entry with this formula, charge and spin (eV) = 0.0000
- orbital gap (alpha / beta) (eV) = 5.5506 / 5.5511

natural (NBO) population analysis, charges in e, atoms 1 to 5: number 1, C, carries 0.287; number 2, C, carries -0.072; number 3, C, carries -0.147; number 4, C, carries 0.041; number 5, C, carries -0.104

Here is a structure of composition C6H9N from the OMol25 dataset. Energies are from the ωB97M-V functional and the def2-TZVPD basis.

Structure (ORCA input):
```
! RIJCOSX wB97M-V def2-TZVPD def2/J DEFGRID3
* xyz 0 1
C -2.0996 0.4836 0.0779
N -0.7546 0.0636 -0.1111
C 0.0067 -0.8042 0.7667
C 1.3373 -1.0081 0.0271
C 1.1884 -0.1277 -1.2109
C 0.4880 0.8654 -0.2532
C 1.1395 0.1452 0.9837
H -2.7189 -0.4238 0.0593
H -2.4045 1.0841 -0.7907
H -2.3327 1.0470 0.9965
H -0.4400 -1.5449 1.4204
H 1.9447 -1.8982 0.1590
H 0.3946 -0.4635 -1.8929
H 2.1345 0.1750 -1.6700
H 0.4380 1.9422 -0.4328
H 1.6785 0.4642 1.8710
*
```

Calculated values
- electronic energy (eV) = -7854.158
- LUMO energy (eV) = 1.16
- ΔE to the lowest compared entry with this formula, charge and spin (eV) = 4.0012
- orbital gap (eV) = 8.7695

natural (NBO) population analysis, charges in e, atoms 1 to 5: number 1, C, carries -0.390; number 2, N, carries -0.463; number 3, C, carries -0.058; number 4, C, carries -0.236; number 5, C, carries -0.392